12
Properties=species:S:1:pos:R:3 method="wB97M-V/def2-TZVPD" homo_energy_ev=-10.015 molar_mass_da=78.11 charge=0 spin_multiplicity=1
C -1.859 0.299 -2.347
C -1.375 0.355 -1.245
C -0.733 0.361 0.073
C 0.742 -0.074 -0.039
C 1.348 -0.374 1.260
C 1.839 -0.663 2.321
H -2.293 0.245 -3.321
H -1.269 -0.320 0.743
H -0.796 1.359 0.522
H 0.799 -0.968 -0.671
H 1.313 0.708 -0.551
H 2.283 -0.929 3.255



92
Properties=species:S:1:pos:R:3 method="wB97M-V/def2-TZVPD" homo_energy_ev="-8.148 / -9.512" molar_mass_da=673.81 charge=0 spin_multiplicity=2
C 3.555 1.025 5.308
C 2.462 0.891 6.364
F 1.747 2.074 6.464
C 1.529 -0.313 6.257
C 0.728 -0.513 4.941
C 1.665 -1.276 3.935
C 1.081 -2.391 3.088
N 1.360 -2.583 1.867
C 0.305 0.838 4.321
C -0.693 0.776 3.138
C 0.039 0.812 1.783
C -1.523 2.091 3.183
N -1.644 -0.349 3.215
O -1.642 -1.162 2.227
C -1.861 -0.939 4.541
C -2.675 -2.235 4.367
C -2.725 0.008 5.416
C -0.562 -1.292 5.315
H 4.344 1.658 5.716
H 3.214 1.448 4.368
H 4.016 0.054 5.131
H 2.977 0.793 7.324
H 0.872 -0.266 7.128
H 2.164 -1.185 6.427
H 2.093 -0.539 3.255
H 2.522 -1.710 4.457
H 0.420 -3.132 3.529
H 2.006 -1.860 1.542
H -0.139 1.435 5.121
H 1.155 1.420 3.972
H 0.794 0.040 1.691
H -0.668 0.737 0.962
H 0.517 1.790 1.731
H -2.315 2.075 2.436
H -1.950 2.247 4.173
H -0.871 2.942 2.987
H -2.934 -2.600 5.365
H -3.608 -2.059 3.837
H -2.098 -3.015 3.878
H -3.570 0.410 4.865
H -2.094 0.812 5.799
H -3.048 -0.565 6.282
H -0.421 -2.371 5.262
H -0.788 -1.099 6.364
C -1.992 5.382 -5.940
C -3.150 5.976 -5.447
C -3.836 5.396 -4.393
C -3.373 4.212 -3.832
C -2.221 3.606 -4.339
C -1.529 4.200 -5.388
C -1.734 2.318 -3.777
O -0.732 1.773 -4.191
C -2.506 1.692 -2.675
C -2.077 0.471 -2.170
C -2.760 -0.122 -1.124
C -3.873 0.507 -0.571
C -4.310 1.721 -1.078
C -3.631 2.317 -2.136
C -4.114 3.612 -2.684
O -5.083 4.172 -2.211
H -1.454 5.842 -6.758
H -3.516 6.895 -5.887
H -4.733 5.858 -4.004
H -0.632 3.732 -5.769
H -1.205 -0.008 -2.595
H -2.419 -1.070 -0.728
H -4.397 0.047 0.256
H -5.176 2.211 -0.654
C 3.541 -5.358 -2.169
C 2.888 -4.439 -1.353
C 2.407 -3.256 -1.887
C 2.582 -2.983 -3.239
C 3.250 -3.898 -4.055
C 3.722 -5.089 -3.516
C 3.472 -3.615 -5.500
O 4.042 -4.417 -6.212
C 2.970 -2.325 -6.049
C 3.193 -2.023 -7.387
C 2.709 -0.838 -7.918
C 1.999 0.050 -7.116
C 1.787 -0.239 -5.778
C 2.273 -1.425 -5.241
C 2.039 -1.716 -3.799
O 1.412 -0.946 -3.100
H 3.909 -6.286 -1.752
H 2.749 -4.650 -0.301
H 1.890 -2.543 -1.260
H 4.229 -5.801 -4.153
H 3.739 -2.718 -8.009
H 2.884 -0.605 -8.960
H 1.616 0.971 -7.534
H 1.235 0.449 -5.150



14
Properties=species:S:1:pos:R:3 method="wB97M-V/def2-TZVPD" homo_energy_ev=-8.310 molar_mass_da=97.12 charge=0 spin_multiplicity=1
H 2.696 1.252 -0.221
N 1.954 0.578 -0.337
C 0.821 1.045 0.022
C -0.270 0.099 0.040
C -1.683 0.573 0.013
C 0.074 -1.275 -0.511
C 0.676 -1.110 0.762
O 1.169 -1.802 1.589
H 0.660 2.056 0.418
H -1.980 0.778 -1.027
H -1.789 1.493 0.581
H -2.382 -0.156 0.416
H -0.729 -2.025 -0.465
H 0.782 -1.505 -1.281



54
Properties=species:S:1:pos:R:3 method="wB97M-V/def2-TZVPD" homo_energy_ev="-4.473 / -4.475" molar_mass_da=394.37 charge=0 spin_multiplicity=1
C 3.948 -1.762 -0.579
C 2.901 -0.973 -0.067
N 1.601 -1.461 -0.198
C 1.332 -2.632 -0.820
C 2.351 -3.394 -1.366
C 3.670 -2.940 -1.255
C 3.078 0.318 0.508
P 1.716 1.146 1.262
Al 0.219 -0.162 0.102
P -1.357 -1.772 -0.585
C -0.111 -3.090 -0.926
C -2.203 1.295 0.993
C -2.493 1.235 2.401
C -3.588 1.857 2.933
C -4.277 2.758 2.066
C -3.946 2.852 0.713
C -2.926 2.062 0.127
O 2.892 1.619 -2.348
O 0.833 0.264 -3.260
H 4.962 -1.381 -0.445
H 2.085 -4.323 -1.872
H 4.470 -3.522 -1.704
C 1.748 1.127 3.081
C 1.696 2.906 0.801
H -0.310 -3.471 -1.938
H -0.310 -3.917 -0.225
H 3.270 1.254 -1.516
H 4.101 0.683 0.628
C -2.854 -2.523 0.100
C -1.847 -1.332 -2.283
H -1.265 -0.311 3.366
H -3.860 1.671 3.971
H -5.107 3.366 2.447
H -4.522 3.528 0.074
H -2.712 1.986 -0.939
H -0.355 1.418 -0.954
H 0.443 0.776 -3.989
H 1.663 0.762 -3.006
H 3.652 1.780 -2.929
H -0.310 0.797 -1.468
H 2.637 1.673 3.435
H 0.840 1.609 3.476
H 1.787 0.091 3.449
H 2.520 3.423 1.315
H 1.801 3.023 -0.287
H 0.737 3.343 1.118
H -2.214 -2.249 -2.772
H -2.657 -0.590 -2.238
H -0.995 -0.915 -2.843
H -3.230 -3.324 -0.557
H -2.651 -2.931 1.099
H -3.618 -1.736 0.186
N -1.801 0.008 2.562
C -1.432 0.077 1.155



53
Properties=species:S:1:pos:R:3 method="wB97M-V/def2-TZVPD" homo_energy_ev=-5.142 molar_mass_da=386.12 charge=-1 spin_multiplicity=1
B 2.120 0.609 -1.497
Br 0.022 0.595 -1.091
H 2.238 0.333 -2.688
H 2.507 1.723 -1.258
H 2.625 -0.238 -0.781
C 1.788 3.867 0.425
C 2.844 3.332 1.375
O 3.817 2.734 0.974
N 2.621 3.519 2.718
C 1.485 4.157 3.340
H 2.106 3.603 -0.577
H 0.820 3.401 0.611
H 1.678 4.950 0.518
H 3.340 3.131 3.306
H 1.789 5.009 3.953
H 0.948 3.459 3.986
H 0.792 4.509 2.583
C 3.486 -5.291 -2.418
C 3.403 -3.873 -1.854
O 4.392 -3.339 -1.386
N 2.187 -3.290 -1.913
C 0.951 -3.831 -2.445
H 4.512 -5.625 -2.301
H 2.821 -5.972 -1.885
H 3.215 -5.316 -3.474
H 2.105 -2.347 -1.549
H 0.585 -3.203 -3.253
H 0.173 -3.867 -1.681
H 1.082 -4.833 -2.842
C -3.965 -2.739 -4.418
C -2.516 -2.697 -3.968
O -1.816 -3.702 -4.019
N -2.063 -1.511 -3.508
C -2.789 -0.262 -3.398
H -4.173 -3.751 -4.752
H -4.639 -2.482 -3.602
H -4.145 -2.044 -5.238
H -1.106 -1.506 -3.186
H -2.309 0.523 -3.981
H -2.825 0.076 -2.364
H -3.805 -0.395 -3.764
C -0.810 1.444 5.250
C -1.712 2.647 5.422
O -1.383 3.615 6.087
N -2.918 2.612 4.793
C -3.462 1.558 3.961
H 0.108 1.629 5.799
H -1.278 0.537 5.635
H -0.569 1.285 4.198
H -3.472 3.441 4.939
H -3.662 1.913 2.949
H -4.393 1.165 4.374
H -2.752 0.742 3.892



3
Properties=species:S:1:pos:R:3 method="wB97M-V/def2-TZVPD" homo_energy_ev=-12.665 molar_mass_da=27.03 charge=0 spin_multiplicity=1
C 0.371 -0.194 -0.270
N -0.514 0.232 0.355
H 1.377 -0.460 -0.864



75
Properties=species:S:1:pos:R:3 method="wB97M-V/def2-TZVPD" homo_energy_ev="-8.677 / -8.968" molar_mass_da=774.76 charge=0 spin_multiplicity=2
Fe -0.072 0.594 -0.902
O 1.684 0.511 -0.785
C 2.662 0.900 0.135
C 1.975 1.776 1.190
C 0.914 0.993 1.888
C 1.072 0.540 3.189
C 0.038 -0.152 3.789
C -1.131 -0.365 3.080
C -1.232 0.111 1.784
C -2.484 -0.041 0.979
C -2.296 -1.140 -0.076
O -1.116 -0.841 -0.760
C -3.464 -1.127 -1.080
C -3.779 0.063 -1.737
C -4.733 0.099 -2.740
C -5.389 -1.065 -3.119
C -5.079 -2.255 -2.484
C -4.121 -2.286 -1.475
C -2.150 -2.494 0.612
C -1.038 -3.289 0.371
C -0.887 -4.510 1.019
C -1.848 -4.950 1.915
C -2.972 -4.168 2.150
C -3.122 -2.953 1.500
N -0.209 0.760 1.197
C 3.248 -0.344 0.814
C 4.526 -0.325 1.361
C 5.032 -1.443 2.012
C 4.263 -2.593 2.123
C 2.986 -2.618 1.580
C 2.483 -1.502 0.927
C 3.746 1.662 -0.626
C 4.360 1.006 -1.694
C 5.292 1.655 -2.482
C 5.629 2.980 -2.217
C 5.030 3.636 -1.157
C 4.088 2.980 -0.367
H 2.694 2.163 1.912
H 1.500 2.604 0.658
H 1.996 0.738 3.714
H 0.134 -0.507 4.807
H -1.972 -0.880 3.525
H -3.340 -0.239 1.621
H -2.656 0.893 0.448
H -3.261 0.979 -1.481
H -4.960 1.038 -3.231
H -6.128 -1.043 -3.910
H -5.574 -3.172 -2.777
H -3.883 -3.230 -1.005
H -0.294 -2.944 -0.334
H -0.017 -5.122 0.814
H -1.729 -5.898 2.425
H -3.737 -4.508 2.837
H -4.016 -2.365 1.676
H 5.136 0.566 1.272
H 6.031 -1.416 2.428
H 4.660 -3.466 2.627
H 2.375 -3.509 1.664
H 1.492 -1.529 0.493
H 4.085 -0.020 -1.905
H 5.756 1.133 -3.309
H 6.350 3.494 -2.839
H 5.290 4.664 -0.937
H 3.628 3.521 0.449
Cl -0.215 1.148 -3.385
C -1.114 2.372 -2.535
C -0.986 2.301 -1.157
C -1.692 3.273 -0.449
Cl -1.615 3.395 1.279
C -2.480 4.228 -1.108
Cl -3.331 5.425 -0.213
C -2.588 4.225 -2.499
Cl -3.566 5.385 -3.303
C -1.888 3.278 -3.237
Cl -1.992 3.219 -4.949



20
Properties=species:S:1:pos:R:3 method="wB97M-V/def2-TZVPD" homo_energy_ev=-10.030 molar_mass_da=116.16 charge=0 spin_multiplicity=1
N 0.099 1.932 1.618
C 1.022 1.828 0.584
N 1.907 0.763 0.755
O 1.222 2.714 -0.226
H 0.376 1.587 2.523
H -0.367 2.826 1.650
H 1.592 -0.036 1.284
H 2.517 0.612 -0.036
C 0.152 -1.115 -1.887
C -0.548 -0.515 -0.698
C -1.911 -0.975 -0.294
C -0.722 -1.293 0.568
H 1.217 -0.896 -1.865
H 0.023 -2.197 -1.903
H -0.259 -0.715 -2.815
H -0.348 0.599 -0.579
H -2.360 -1.787 -0.854
H -2.619 -0.246 0.072
H -0.639 -0.772 1.507
H -0.355 -2.314 0.595



10
Properties=species:S:1:pos:R:3 method="wB97M-V/def2-TZVPD" homo_energy_ev=-8.251 molar_mass_da=126.58 charge=0 spin_multiplicity=1
C 1.542 0.660 0.213
S 1.070 -1.010 -0.205
C -0.686 -1.133 -0.156
C -1.544 -0.067 -0.197
F -1.089 1.124 -0.397
Cl -3.261 -0.385 0.016
H 2.582 0.680 -0.152
H 1.467 0.818 1.301
H 1.041 1.461 -0.410
H -1.124 -2.148 -0.013



114
Properties=species:S:1:pos:R:3 method="wB97M-V/def2-TZVPD" homo_energy_ev=-10.451 molar_mass_da=805.02 charge=+1 spin_multiplicity=1
C -6.816 1.684 0.345
C -7.207 0.265 0.748
C -6.192 -0.769 0.235
C -5.145 -1.107 1.301
N -3.810 -1.384 0.722
C -3.725 -2.699 0.079
C -2.848 -2.614 -1.163
C -1.354 -2.750 -0.860
C -0.501 -2.096 -1.964
C 0.762 -2.849 -2.344
N 1.135 -2.364 -3.715
C 1.865 -1.202 -3.419
N 1.838 -0.247 -4.327
C 2.630 0.999 -4.271
C 1.860 2.269 -4.673
C 1.807 3.339 -3.562
N 1.783 4.661 -4.170
C 1.222 5.734 -3.335
C 0.352 6.663 -4.152
C -0.642 6.157 -4.976
C -1.457 6.988 -5.715
C -1.273 8.361 -5.660
C -0.276 8.886 -4.866
C 0.518 8.041 -4.107
O 1.514 8.568 -3.305
C 1.028 -0.457 -5.488
Cl -0.629 -0.041 -5.335
C 1.518 -0.960 -6.618
C 0.713 -1.197 -7.855
Cl 3.182 -1.415 -6.665
N 2.571 -1.259 -2.261
C 2.675 -0.084 -1.283
N 1.509 0.673 -1.001
C 2.002 -2.452 -1.535
O 2.982 -3.444 -1.486
C -2.781 -1.065 1.623
S -2.168 0.441 1.707
S -2.233 -2.311 2.781
C -0.429 -2.232 2.702
C 0.161 -3.081 3.833
C 1.669 -2.831 3.908
H -6.753 1.781 -0.739
H -5.833 1.927 0.755
H -7.524 2.416 0.728
H -7.219 0.223 1.841
H -8.212 0.021 0.404
H -6.729 -1.676 -0.049
H -5.688 -0.400 -0.660
H -5.047 -0.251 1.967
H -5.484 -1.960 1.898
H -4.729 -2.987 -0.230
H -3.387 -3.489 0.754
H -2.986 -1.627 -1.611
H -3.154 -3.346 -1.914
H -1.071 -3.793 -0.709
H -1.184 -2.182 0.054
H -1.097 -2.023 -2.875
H -0.280 -1.070 -1.665
H 0.592 -3.924 -2.313
H 1.786 -3.041 -4.115
H 3.068 1.136 -3.299
H 3.458 0.869 -4.969
H 2.316 2.716 -5.554
H 0.835 2.041 -4.947
H 2.622 3.197 -2.839
H 0.852 3.236 -3.042
H 2.724 4.907 -4.446
H 2.018 6.337 -2.900
H 0.630 5.302 -2.527
H -0.791 5.086 -5.038
H -2.243 6.582 -6.336
H -1.897 9.025 -6.241
H -0.113 9.955 -4.819
H 1.110 9.180 -2.682
H 0.300 -0.258 -8.220
H -0.106 -1.881 -7.636
H 1.326 -1.632 -8.637
H 3.454 0.580 -1.637
H 3.066 -0.509 -0.364
H 0.861 0.247 -0.355
H 1.033 1.063 -1.801
H 1.683 -2.210 -0.522
H 2.804 -4.132 -2.134
H -0.127 -1.189 2.806
H -0.060 -2.629 1.755
H 0.008 -4.123 3.552
H -0.320 -2.849 4.780
H 2.098 -2.809 2.903
H 2.163 -3.632 4.455
H 1.883 -1.867 4.371
C -0.076 2.764 6.876
C 0.572 1.709 7.504
C 0.461 0.424 6.992
C -0.294 0.197 5.850
C -0.941 1.251 5.219
C -0.833 2.535 5.735
H 0.009 3.766 7.277
H 1.163 1.889 8.392
H 0.960 -0.400 7.486
H -0.383 -0.805 5.448
H -1.523 1.063 4.326
H -1.340 3.359 5.249
C 4.274 -5.598 8.741
C 4.142 -4.331 8.190
C 4.351 -4.142 6.831
C 4.685 -5.219 6.022
C 4.815 -6.487 6.573
C 4.612 -6.675 7.933
H 4.114 -5.746 9.801
H 3.877 -3.492 8.819
H 4.254 -3.152 6.402
H 4.846 -5.071 4.961
H 5.075 -7.327 5.943
H 4.717 -7.662 8.364



Q: The lowest charge belongs to which entry?
A: C12H31BBrN4O4



Q: Among the records above, which one has the lowest charge?
A: C12H31BBrN4O4



Q: Look up the charge of the second one.
A: 0



Q: Which of these has the highest charge?
A: C41H61Cl2N6O2S2